#one
Below is a cluster of 2 separate species, C4H12 in total, with properties calculated with the ωB97M-V functional and the def2-TZVPD basis.

Kohn-Sham gap, eV: 12.75
M, g mol⁻¹: 60.14
E_HOMO, eV: -11.59
SMILES: CC.CC

```
! RIJCOSX wB97M-V def2-TZVPD def2/J DEFGRID3
* xyz 0 1
C 0.821 -1.361 0.540
C 0.608 -1.411 2.057
H 1.604 -2.015 0.149
H -0.023 -1.921 0.110
H 0.911 -0.371 0.117
H -0.422 -1.153 2.276
H 0.813 -2.403 2.459
H 1.254 -0.730 2.605
C -0.752 1.101 -2.004
C -0.667 1.693 -0.598
H 0.245 1.133 -2.458
H -1.078 0.066 -2.056
H -1.378 1.653 -2.703
H 0.330 2.063 -0.394
H -0.823 0.990 0.221
H -1.369 2.504 -0.449
*
```

#two
Below is a cluster of 2 separate species, C4H12 in total, with properties calculated with the ωB97M-V functional and the def2-TZVPD basis.

Kohn-Sham gap, eV: 11.92
M, g mol⁻¹: 60.14
E_HOMO, eV: -10.77
SMILES: CC.CC

```
! RIJCOSX wB97M-V def2-TZVPD def2/J DEFGRID3
* xyz 0 1
C 0.358 0.073 -1.420
C 1.199 -0.993 -2.201
H -0.329 -0.456 -0.550
H 1.084 0.563 -0.824
H -0.361 0.629 -1.990
H 2.078 -1.374 -1.779
H 1.629 -0.416 -3.112
H 0.544 -1.854 -2.534
C -0.739 -0.287 1.848
C -0.741 1.257 1.791
H -1.785 -0.866 1.863
H -0.288 -0.771 0.982
H -0.202 -0.612 2.679
H 0.060 1.826 1.328
H -1.627 1.652 1.238
H -0.881 1.630 2.681
*
```

#one ends up most stable, edging out the next structure by 0.0473 hartree.

#one
Below is a cluster of 2 separate species, C4H12 in total, with properties calculated with the ωB97M-V functional and the def2-TZVPD basis.

Kohn-Sham gap, eV: 12.29
M, g mol⁻¹: 60.14
E_HOMO, eV: -11.22
SMILES: CC.CC

```
! RIJCOSX wB97M-V def2-TZVPD def2/J DEFGRID3
* xyz 0 1
C -1.818 0.656 -1.164
C -2.381 -0.653 -1.820
H -1.737 0.452 -0.056
H -0.690 0.651 -1.566
H -2.363 1.581 -1.364
H -3.120 -0.444 -2.648
H -1.531 -1.052 -2.419
H -2.957 -1.340 -1.168
C 2.608 0.354 1.182
C 1.507 -0.327 1.897
H 2.445 1.473 0.981
H 3.658 0.388 1.674
H 2.747 0.111 0.160
H 0.623 0.155 2.114
H 1.826 -0.633 2.867
H 1.183 -1.372 1.328
*
```

#two
Below is a cluster of 2 separate species, C4H12 in total, with properties calculated with the ωB97M-V functional and the def2-TZVPD basis.

Kohn-Sham gap, eV: 12.79
M, g mol⁻¹: 60.14
E_HOMO, eV: -11.66
SMILES: CC.CC

```
! RIJCOSX wB97M-V def2-TZVPD def2/J DEFGRID3
* xyz 0 1
C -0.571 2.008 1.090
C 0.555 0.992 1.292
H -1.573 1.791 1.439
H -0.344 2.960 1.577
H -0.623 2.219 0.014
H 1.473 1.578 1.355
H 0.683 0.293 0.479
H 0.387 0.359 2.160
C 0.691 -1.493 -1.521
C -0.664 -1.650 -0.802
H 0.865 -2.290 -2.229
H 0.617 -0.512 -2.008
H 1.501 -1.318 -0.824
H -1.411 -1.774 -1.592
H -0.871 -0.693 -0.334
H -0.717 -2.468 -0.094
*
```

#two ends up most stable, edging out the next structure by 0.0408 hartree.

#one
Below is a cluster of 2 separate species, C4H12 in total, with properties calculated with the ωB97M-V functional and the def2-TZVPD basis.

Kohn-Sham gap, eV: 12.07
M, g mol⁻¹: 60.14
E_HOMO, eV: -10.90
SMILES: CC.CC

```
! RIJCOSX wB97M-V def2-TZVPD def2/J DEFGRID3
* xyz 0 1
C 0.367 -0.282 -2.218
C 1.230 -0.685 -1.033
H -0.385 -1.044 -2.445
H -0.179 0.631 -1.959
H 0.976 -0.214 -3.106
H 0.609 -0.997 -0.190
H 1.933 -1.470 -1.364
H 1.876 0.108 -0.678
C -1.531 0.462 1.313
C -0.108 0.496 1.880
H -1.542 0.446 0.236
H -2.122 -0.326 1.769
H -2.058 1.287 1.849
H -0.051 0.049 2.867
H 0.412 1.468 1.949
H 0.574 0.070 1.131
*
```

#two
Below is a cluster of 2 separate species, C4H12 in total, with properties calculated with the ωB97M-V functional and the def2-TZVPD basis.

Kohn-Sham gap, eV: 13.00
M, g mol⁻¹: 60.14
E_HOMO, eV: -11.86
SMILES: CC.CC

```
! RIJCOSX wB97M-V def2-TZVPD def2/J DEFGRID3
* xyz 0 1
C 2.425 0.931 -0.023
C 1.415 1.843 -0.729
H 3.037 1.503 0.674
H 1.904 0.196 0.591
H 3.034 0.391 -0.744
H 0.856 2.448 -0.012
H 0.689 1.269 -1.303
H 1.935 2.495 -1.433
C -1.583 -0.929 -0.152
C -2.244 -1.843 0.881
H -1.097 -1.501 -0.935
H -2.289 -0.249 -0.639
H -0.799 -0.357 0.352
H -1.628 -2.706 1.137
H -3.212 -2.214 0.532
H -2.443 -1.278 1.803
*
```

#two ends up most stable, edging out the next structure by 0.0223 hartree.

#one
Below is a cluster of 2 separate species, C4H12 in total, with properties calculated with the ωB97M-V functional and the def2-TZVPD basis.

Kohn-Sham gap, eV: 12.37
M, g mol⁻¹: 60.14
E_HOMO, eV: -11.27
SMILES: CC.CC

```
! RIJCOSX wB97M-V def2-TZVPD def2/J DEFGRID3
* xyz 0 1
C -1.575 -0.569 1.567
C -2.160 0.615 0.664
H -0.630 -1.008 0.991
H -1.268 -0.438 2.594
H -2.275 -1.445 1.774
H -1.329 1.239 0.543
H -2.930 1.243 1.153
H -2.533 0.296 -0.317
C 2.424 0.449 -1.417
C 1.366 -0.498 -0.859
H 2.005 0.629 -2.447
H 2.293 1.357 -0.826
H 3.392 0.201 -1.345
H 0.932 0.036 -0.022
H 0.505 -0.717 -1.524
H 1.504 -1.377 -0.301
*
```

#two
Below is a cluster of 2 separate species, C4H12 in total, with properties calculated with the ωB97M-V functional and the def2-TZVPD basis.

Kohn-Sham gap, eV: 12.22
M, g mol⁻¹: 60.14
E_HOMO, eV: -11.10
SMILES: CC.CC

```
! RIJCOSX wB97M-V def2-TZVPD def2/J DEFGRID3
* xyz 0 1
C 0.381 0.543 1.607
C 0.502 -0.473 2.747
H -0.659 0.784 1.419
H 0.982 1.413 1.676
H 0.734 0.210 0.617
H 0.214 -1.475 2.231
H 0.062 -0.319 3.823
H 1.667 -0.738 3.072
C -0.884 0.585 -2.391
C -0.042 -0.554 -1.897
H -0.365 1.556 -2.667
H -1.285 0.196 -3.291
H -1.748 0.949 -1.811
H -0.516 -1.324 -2.265
H 1.006 -0.655 -2.156
H -0.048 -0.698 -0.712
*
```

#three
Below is a cluster of 2 separate species, C4H12 in total, with properties calculated with the ωB97M-V functional and the def2-TZVPD basis.

Kohn-Sham gap, eV: 12.74
M, g mol⁻¹: 60.14
E_HOMO, eV: -11.62
SMILES: CC.CC

```
! RIJCOSX wB97M-V def2-TZVPD def2/J DEFGRID3
* xyz 0 1
C -1.151 1.395 0.887
C -1.105 2.926 0.813
H -1.775 1.028 0.062
H -0.212 0.932 0.609
H -1.551 1.031 1.828
H -0.164 3.367 1.161
H -1.924 3.322 1.405
H -1.194 3.288 -0.215
C 1.381 -2.345 -0.095
C 0.846 -1.980 -1.490
H 0.774 -3.080 0.425
H 2.366 -2.772 -0.278
H 1.538 -1.436 0.488
H 0.562 -2.895 -2.022
H 1.632 -1.453 -2.019
H -0.025 -1.329 -1.559
*
```

#four
Below is a cluster of 2 separate species, C4H12 in total, with properties calculated with the ωB97M-V functional and the def2-TZVPD basis.

Kohn-Sham gap, eV: 11.99
M, g mol⁻¹: 60.14
E_HOMO, eV: -10.87
SMILES: CC.CC

```
! RIJCOSX wB97M-V def2-TZVPD def2/J DEFGRID3
* xyz 0 1
C -1.028 -0.054 -1.790
C -0.392 -1.382 -1.560
H -1.278 0.021 -2.866
H -1.917 0.003 -1.151
H -0.389 0.798 -1.472
H 0.035 -1.672 -2.517
H -1.207 -2.071 -1.185
H 0.368 -1.486 -0.710
C 0.714 1.185 2.330
C 0.837 0.311 1.072
H 1.529 1.965 2.356
H -0.209 1.926 2.339
H 0.611 0.383 3.106
H 0.166 -0.644 1.058
H 1.842 -0.021 0.864
H 0.319 0.737 0.126
*
```

#three ends up most stable, edging out the next structure by 0.0379 hartree.